(1)
Computed, not measured: a 2-piece molecular cluster, C29H33ClFN4O10PS overall, with the ωB97M-V functional and the def2-TZVPD basis.

Atoms and positions in Å:
1 H 7.4047 1.9860 3.6637
2 C 0.3817 -2.4567 -0.1039
3 H 7.4037 -0.9843 3.1106
4 C -7.2657 -0.3979 -0.8460
5 C 1.5819 -2.2132 -3.3631
6 H -1.0465 0.9331 -3.5304
7 H 8.7325 -0.4002 1.0202
8 C 4.2183 2.3690 1.3130
9 C 0.1786 -1.4699 -1.0904
10 N 4.3561 3.4569 -0.9296
11 H -1.1467 2.4491 -2.0964
12 C 7.8307 -0.0060 2.9173
13 H -7.9106 -0.0945 -2.8543
14 C 1.5557 -0.8772 1.2491
15 C 3.2230 1.4092 1.4374
16 C -3.3362 -2.3300 -0.2266
17 H 8.8192 0.0782 3.3572
18 H -7.7107 -1.3952 -0.7672
19 H 8.1566 1.2494 1.1664
20 O 2.5926 4.8360 -1.4961
21 C 3.5043 4.1624 -1.7651
22 C 7.9265 0.2162 1.4118
23 O -7.2561 0.2427 0.4232
24 O 2.0130 -1.1110 3.5496
25 H 2.0741 -1.2743 -3.1127
26 H -7.9370 -1.2123 1.7323
27 H 2.2581 1.5744 -3.3911
28 C 5.6013 1.1533 2.9103
29 N 2.0439 1.6448 -2.4025
30 C 1.3771 0.1200 0.2977
31 H -6.2250 -0.5168 -1.1536
32 C -1.3991 -4.0878 0.5919
33 C 5.3976 2.2142 2.0326
34 H 1.1911 -2.9165 1.8171
35 H 0.6767 -4.5265 0.1579
36 H -1.2012 -2.7285 -2.1735
37 C -3.7656 -0.5630 0.8539
38 C -0.1151 -3.8866 -0.2261
39 O -3.4260 -1.8760 1.0437
40 F 3.9196 4.0115 -3.0203
41 H -8.3532 0.4707 2.1195
42 C 3.4184 0.3711 2.3475
43 C -0.5852 -1.8574 -2.3384
44 P 0.5941 1.1788 -2.1273
45 H 1.8624 -2.9974 -2.6587
46 H 5.3291 3.5877 -1.1784
47 H -0.2328 -4.1556 -1.2680
48 C 4.1057 3.6186 0.4806
49 H 7.0160 -0.0790 0.9000
50 O 3.9201 4.6628 1.0070
51 H -10.6942 1.7054 -0.5697
52 H -9.7162 2.5972 -1.7544
53 C -9.6995 1.8006 -1.0025
54 H -9.2111 -0.3687 0.8135
55 S -2.8966 -4.0054 -0.4451
56 H -3.8973 0.0941 1.6884
57 O -0.3921 2.2858 -1.5175
58 O -0.1105 0.6996 -3.4940
59 C 6.9215 1.0161 3.6256
60 H 6.1755 2.9577 1.9264
61 O -9.3714 0.5611 -1.6041
62 O 0.1859 -2.0815 -3.5165
63 C 0.6928 -0.1659 -0.8962
64 H -8.9944 2.0678 -0.2125
65 C 1.0621 -2.1524 1.0669
66 Cl 6.6804 0.4489 5.3054
67 C 4.5815 0.2286 3.0895
68 C -8.2457 -0.2494 1.3093
69 C 2.3007 -0.5881 2.5055
70 N -3.8856 -0.2761 -0.3970
71 H 4.6519 -0.6098 3.7631
72 C 1.9635 1.4611 0.6488
73 H -7.5163 1.4027 -1.9960
74 O 1.4616 2.5084 0.3669
75 H -1.4300 -5.0534 1.0795
76 H -1.4617 -3.2921 1.3230
77 C -7.9879 0.4208 -1.8924
78 N -3.5982 -1.4264 -1.1145
79 H 1.9661 -2.5123 -4.3343
80 H -1.2867 -1.0566 -2.5568

Computed properties:
Max |F|: 1.63 eV/A
HOMO: -8.91 eV
Total energy: -92406.67174 eV
SMILES string: CC[C@H](Cl)c1cc(C(=O)NC(=O)F)c2c(c1)C(=O)c1cc(CCSc3nnco3)c(COC)c(P(=N)(O)O)c1C2=O.COCCOC
LUMO energy: -0.896 eV

(2)
Computed, not measured: one molecule with the formula C29H33ClN4O3, with the ωB97M-V functional and the def2-TZVPD basis.

Atoms and positions in Å:
1 H 9.2545 2.0646 -3.7235
2 N 5.2958 0.8007 -2.1801
3 C 7.4470 4.0016 -4.2120
4 O -2.6465 0.6226 0.7961
5 C 3.1677 0.7826 -1.0634
6 C 0.7851 -0.4722 -0.3219
7 H 5.0089 -0.0807 -2.5732
8 H -2.4134 -3.5765 0.7427
9 H -4.4834 -3.5967 2.4245
10 C -4.8982 0.9623 1.4509
11 H 9.8695 3.5698 -5.6155
12 H -1.1766 -0.3497 0.2227
13 C 1.9329 -1.2268 -0.5553
14 H -3.7822 2.7554 1.6778
15 H -4.4527 -1.3280 2.4846
16 H 6.7636 4.1221 -3.3650
17 H 7.3287 0.6753 -2.5833
18 H -5.7728 4.2201 1.8075
19 N -3.6141 -0.9874 2.0411
20 H 6.0197 4.7032 -5.6683
21 O 4.6238 2.6612 -1.0917
22 C 6.5078 1.3903 -2.6905
23 H -8.0318 3.2268 1.6123
24 H 3.9915 -1.2062 -1.0680
25 H 6.7121 2.2665 -2.0709
26 C 0.8431 0.9174 -0.4460
27 H 7.6982 4.8788 -6.1726
28 H -0.9706 -4.1507 5.8337
29 C -1.7454 -4.0243 5.0926
30 O -0.0043 -3.2808 0.0774
31 N 7.4398 2.6240 -4.6864
32 H -8.2783 0.7994 1.2711
33 H -0.0455 1.5007 -0.2521
34 C -2.5948 -2.8827 3.1536
35 H 8.4488 4.2724 -3.8638
36 C 6.3602 1.8212 -4.1686
37 C 2.0215 1.5328 -0.8052
38 C -4.7766 2.3413 1.6096
39 C 4.4092 1.5133 -1.4373
40 C -2.4392 -1.8441 2.0745
41 H 8.5671 0.9072 -4.8818
42 H 6.2678 0.9268 -4.7952
43 C -3.6254 0.1806 1.3819
44 C -2.8694 -4.8311 5.1192
45 C -1.6100 -3.0528 4.1158
46 H 2.0806 2.6071 -0.8936
47 C 9.6259 2.5270 -5.7984
48 H -1.5834 -1.1992 2.3127
49 C -3.7174 -3.7031 3.1804
50 C -7.1542 2.6008 1.5653
51 H 7.0190 5.9805 -4.9658
52 H -2.9758 -5.5881 5.8816
53 C -7.2981 1.2375 1.3787
54 H 1.8962 -2.2975 -0.4428
55 H -4.7319 -5.2998 4.1724
56 C 3.1080 -0.6011 -0.9231
57 C -5.8901 3.1558 1.6761
58 C -2.1948 -2.5095 0.6954
59 N -0.4333 -1.0322 0.0505
60 C 7.0203 4.9550 -5.3273
61 H 9.1153 2.4531 -6.7546
62 H 5.4367 2.3976 -4.2673
63 H 10.5528 1.9603 -5.8477
64 C 8.7330 1.9709 -4.6924
65 C -6.1769 0.4247 1.3238
66 H -0.7299 -2.4270 4.0961
67 C -0.7489 -2.3385 0.2383
68 H -2.8487 -2.0522 -0.0496
69 C -3.8555 -4.6688 4.1605
70 Cl -6.4302 -1.2683 1.0323

Computed properties:
Max |F|: 0.55 eV/A
HOMO: -7.95 eV
Total energy: -55236.10079 eV
ΔE to the lowest compared entry with this formula, charge and spin: 19.9 kJ/mol
SMILES string: CCN(CC)CCNC(=O)c1ccc(NC(=O)C[C@@H](NC(=O)c2ccccc2Cl)c2ccccc2)cc1
LUMO energy: 0.307 eV

(3)
Computed, not measured: a 6-piece molecular cluster, C29H33F16N8O7P overall, with the ωB97M-V functional and the def2-TZVPD basis.

Atoms and positions in Å:
1 N -2.0695 -1.1175 -1.9109
2 C -0.6774 -1.0217 -2.0883
3 F 3.5852 0.4350 2.7189
4 C 3.7329 0.2442 1.3959
5 F 3.4718 -1.0306 1.1344
6 O -0.1199 -1.8284 -2.7667
7 C 2.2418 6.2464 1.8923
8 N 7.7534 -0.8726 -5.0325
9 N -3.7956 -2.7355 -3.6991
10 H -0.3010 2.7455 3.0322
11 C -5.0642 0.5457 3.9613
12 C 0.2356 -2.0469 1.0789
13 H -1.2273 -3.0576 2.3667
14 H -1.5166 1.4404 3.0489
15 H -0.9395 3.5420 -0.5865
16 C -1.0125 0.0348 -0.0156
17 H 2.7891 5.5125 1.3026
18 H 1.8841 7.0372 1.2356
19 C 2.4229 -1.7719 -4.7728
20 O -2.3940 -3.0185 0.1095
21 F 1.6848 0.1592 -2.7401
22 H 7.1741 0.2368 -2.1467
23 N 0.2266 5.0930 3.0748
24 C 2.4768 1.0686 -0.8187
25 C -4.3546 -1.9729 0.8566
26 H 0.0461 -2.5049 0.1031
27 F 1.8502 -1.1646 -1.0805
28 C -0.1177 0.2699 -1.3273
29 C -0.4300 -0.6552 1.2225
30 P -0.7502 1.5239 -2.5952
31 H 5.0468 -4.8242 3.4746
32 H -1.2654 -0.7791 1.9181
33 C 3.1258 -4.0386 3.7839
34 F 2.4789 2.2658 -1.4189
35 H 6.5996 1.4723 -3.2809
36 O 0.5421 -2.5672 3.3893
37 F -4.1569 0.9643 1.8612
38 H -1.3014 1.2093 -4.5781
39 F 1.7278 1.5319 1.4938
40 H 2.9099 6.6759 2.6360
41 H 0.2235 -4.0000 1.9861
42 N -1.6960 1.1924 0.5457
43 C -2.3138 -0.7479 -0.5503
44 F -5.3238 -1.4982 0.0414
45 N 1.9843 -4.0998 3.6771
46 C 2.7757 1.2746 0.6974
47 O 0.2675 2.7626 -2.7572
48 H 4.8382 -3.9290 4.9898
49 H -0.5960 4.2418 0.9696
50 F -3.3531 -1.5481 3.0483
51 H 0.2606 -0.0394 1.7974
52 O -4.9070 1.6950 4.1876
53 O -5.3546 -0.3388 4.9516
54 C -2.9319 -1.9577 0.1756
55 C -1.1310 2.1999 1.0864
56 F 5.0129 0.4936 1.1260
57 N 3.4258 -3.0380 -6.8199
58 H -5.5374 -0.1815 -3.1590
59 C 4.5780 -3.9559 3.9333
60 H -4.5610 -0.8465 5.1699
61 O -0.7315 0.7169 -3.9712
62 C -4.9559 0.0779 2.4591
63 C -5.8037 -1.0778 -3.7184
64 H 5.5960 0.0536 -2.9328
65 F -6.1998 0.2478 1.9436
66 F -3.3961 0.1321 -0.5557
67 F -5.4358 -2.1106 2.9174
68 C 1.4083 0.0703 -1.3743
69 F -4.6772 -3.2815 0.9893
70 F 3.5072 2.4314 0.7583
71 H -2.3820 -2.0398 -2.2091
72 H 2.4274 -0.7010 -4.9631
73 C -0.4452 3.3508 0.3638
74 C 2.9866 -2.4811 -5.9195
75 N -2.1961 2.0322 -2.3620
76 F 3.6753 0.5360 -1.2614
77 C -1.2314 2.3893 2.5948
78 H 3.0128 -1.9780 -3.8818
79 C -4.4717 -1.3805 2.2979
80 H 1.3229 -1.9837 1.1416
81 H -6.6748 -1.5410 -3.2591
82 C 1.1114 5.6040 2.5551
83 C -4.6838 -2.0108 -3.7067
84 C 7.2519 -0.3113 -4.1688
85 C 6.6170 0.4055 -3.0664
86 H 1.4000 -2.0964 -4.6009
87 C -0.1470 -2.9989 2.2152
88 H -2.0059 3.1357 2.8024
89 H 0.6132 3.1820 0.1603
90 H 4.9551 -3.0537 3.4536
91 H -6.0439 -0.8026 -4.7435
92 H -0.2410 3.5565 -2.9558
93 H -2.2695 3.0336 -2.2478
94 H -0.0660 -2.0329 3.9170

Computed properties:
Max |F|: 3.36 eV/A
HOMO: -8.42 eV
Total energy: -109624.71613 eV
ΔE to the lowest compared entry with this formula, charge and spin: 0.0 kJ/mol
SMILES string: CC(C)=N[C@@]1(CCCO)[C@](F)(C(=O)C(F)(F)C(F)(F)C(F)(F)C(=O)O)NC(=O)[C@@]1(C(F)(F)C(F)(F)C(F)(F)C(F)(F)F)P(=N)(O)O.CC#N.CC#N.CC#N.CC#N.CC#N
LUMO energy: -0.386 eV